C42H69GeKP2SeSi | ωB97M-V/def2-TZVPD

Geometry as ORCA input:
```
! wB97M-V def2-TZVPD RIJCOSX def2/J DEFGRID3
* xyz 0 1
K 0.21 -2.33 -1.74
C 4.51 -2.62 -1.75
Si 3.07 -1.42 -1.30
C 3.57 -1.15 0.58
C 4.88 -0.75 0.84
C 5.44 -0.80 2.10
C 4.69 -1.30 3.16
C 3.38 -1.67 2.94
C 2.79 -1.56 1.68
P 0.98 -1.75 1.44
C 0.23 -0.72 2.80
C 0.35 0.75 2.40
C -0.58 1.63 3.23
C -0.30 1.48 4.72
C -0.33 0.01 5.14
C 0.61 -0.83 4.28
C 0.49 -3.52 1.78
C 0.53 -4.13 3.20
C -0.84 -4.01 3.88
C -1.88 -4.88 3.17
C -1.60 -4.98 1.66
C -0.92 -3.71 1.16
C 3.67 0.22 -2.16
C 4.94 0.29 -2.74
C 5.39 1.39 -3.44
C 4.56 2.49 -3.59
C 3.30 2.46 -3.03
C 2.84 1.35 -2.32
P 1.17 1.37 -1.54
C 1.20 3.06 -0.79
C 2.33 3.11 0.26
C 2.06 4.16 1.34
C 1.29 5.35 0.76
C -0.11 4.91 0.30
C -0.13 3.45 -0.15
C -0.03 1.55 -2.95
C 0.05 2.79 -3.84
C -1.10 2.83 -4.84
C -1.12 1.58 -5.71
C -1.19 0.32 -4.84
C -0.05 0.29 -3.82
H 5.52 -2.32 -1.46
H 4.52 -2.80 -2.83
H 4.32 -3.59 -1.27
H 5.50 -0.41 0.01
H 6.46 -0.48 2.26
H 5.12 -1.38 4.15
H 2.80 -2.04 3.78
H -0.84 -0.99 2.73
H 0.17 0.87 1.33
H 1.39 1.06 2.55
H -1.62 1.35 3.02
H -0.48 2.68 2.93
H -1.01 2.06 5.31
H 0.69 1.88 4.93
H -1.35 -0.38 5.04
H -0.07 -0.09 6.19
H 0.62 -1.86 4.64
H 1.63 -0.44 4.41
H 1.21 -4.08 1.16
H 1.32 -3.68 3.79
H 0.78 -5.19 3.13
H -1.16 -2.97 3.86
H -0.77 -4.29 4.93
H -2.88 -4.46 3.33
H -1.90 -5.88 3.60
H -2.53 -5.17 1.12
H -0.95 -5.83 1.46
H -1.55 -2.84 1.38
H -0.84 -3.74 0.07
H 5.61 -0.56 -2.65
H 6.38 1.40 -3.88
H 4.89 3.37 -4.14
H 2.66 3.33 -3.14
H 1.42 3.80 -1.57
H 3.27 3.33 -0.25
H 2.46 2.12 0.72
H 3.00 4.48 1.79
H 1.47 3.72 2.16
H 1.86 5.74 -0.09
H 1.22 6.16 1.48
H -0.44 5.56 -0.52
H -0.82 5.05 1.11
H -0.97 3.29 -0.84
H -0.32 2.80 0.71
H -1.01 1.59 -2.43
H 1.00 2.77 -4.39
H 0.06 3.70 -3.24
H -1.02 3.72 -5.47
H -2.04 2.92 -4.30
H -0.21 1.54 -6.31
H -1.96 1.60 -6.40
H -1.16 -0.57 -5.47
H -2.15 0.30 -4.30
H 0.91 0.21 -4.34
H -0.14 -0.60 -3.20
C -6.02 0.50 -0.67
Ge -5.78 -1.36 -1.20
C -5.74 -1.51 -3.14
C -7.18 -2.48 -0.44
C -4.04 -1.96 -0.51
Se -2.58 -0.88 -1.24
C -2.41 0.38 0.23
H -6.96 0.89 -1.06
H -5.21 1.11 -1.05
H -6.05 0.59 0.42
H -6.64 -1.07 -3.58
H -5.70 -2.56 -3.45
H -4.88 -0.99 -3.55
H -8.16 -2.15 -0.79
H -7.17 -2.43 0.65
H -7.05 -3.52 -0.74
H -3.84 -3.01 -0.76
H -3.99 -1.88 0.58
H -3.32 0.97 0.33
H -1.57 1.02 -0.02
H -2.19 -0.16 1.14
*
```

Properties
Kohn-Sham gap, eV: 5.461
Energy relative to the best compared isomer or geometry (same formula, charge and spin), kcal/mol: 0.0

***

C42H70Cl14O21 | ωB97M-V/def2-TZVPD

Geometry as ORCA input:
```
! wB97M-V def2-TZVPD RIJCOSX def2/J DEFGRID3
* xyz 0 1
C -1.10 6.18 3.27
C -1.43 4.67 3.35
C -2.52 4.27 2.42
O -2.04 3.08 1.86
C -0.69 2.98 2.07
O 0.09 2.10 1.69
O -0.28 3.97 2.84
H -1.86 6.77 3.79
H -1.06 6.49 2.23
H -0.21 6.48 3.82
H -1.53 4.40 4.40
H -2.61 4.99 1.61
H -3.43 3.94 2.92
C 0.85 -2.45 3.32
C 1.51 -1.11 3.36
C 1.00 -0.12 2.37
O 0.85 1.12 3.07
C 0.79 0.88 4.38
O 0.50 1.71 5.21
O 1.19 -0.47 4.60
H 1.24 -3.06 4.14
H 1.23 -3.02 2.48
H -0.23 -2.35 3.41
H 2.59 -1.20 3.22
H 0.04 -0.44 1.97
H 1.55 0.00 1.44
C 3.72 0.11 1.89
C 3.48 1.20 0.90
C 2.02 1.42 0.50
O 1.93 2.80 0.58
C 2.94 3.33 1.19
O 3.01 4.51 1.45
O 3.87 2.40 1.47
H 3.25 -0.83 1.62
H 3.30 0.43 2.85
H 4.79 -0.05 2.04
H 4.05 1.03 -0.02
H 1.19 1.12 1.15
H 1.86 1.04 -0.51
C 2.09 -4.08 0.12
C 3.08 -3.61 1.24
C 4.29 -4.49 1.41
O 5.38 -3.59 1.34
C 4.99 -2.41 0.92
O 5.72 -1.44 0.83
O 3.66 -2.36 0.82
H 2.66 -4.40 -0.75
H 1.32 -3.34 -0.11
H 1.63 -4.99 0.51
H 2.59 -3.36 2.18
H 4.37 -5.17 0.56
H 4.28 -5.00 2.38
C -0.82 -4.20 2.25
C -1.76 -3.56 1.20
C -1.61 -2.04 1.23
O -1.54 -1.80 -0.13
C -1.33 -2.83 -0.89
O -1.14 -2.89 -2.09
O -1.38 -3.90 -0.08
H -1.12 -3.85 3.23
H 0.27 -4.16 2.17
H -1.04 -5.27 2.26
H -2.78 -3.85 1.45
H -0.66 -1.77 1.70
H -2.38 -1.49 1.76
C -6.60 -0.27 -0.81
C -5.73 -1.03 0.13
C -5.06 -2.23 -0.53
O -3.64 -1.94 -0.32
C -3.47 -0.76 0.26
O -2.42 -0.33 0.58
O -4.65 -0.19 0.47
H -6.90 0.62 -0.26
H -7.50 -0.86 -0.98
H -6.24 -0.01 -1.81
H -6.25 -1.27 1.05
H -5.20 -2.30 -1.61
H -5.31 -3.17 -0.05
C -0.86 1.57 -0.06
C -0.56 0.12 -0.25
C -0.28 -0.40 -1.68
O 0.92 -1.06 -1.56
C 1.30 -1.06 -0.22
O 2.22 -1.82 0.22
O 0.63 -0.15 0.44
H -1.74 1.90 -0.61
H -0.02 2.13 -0.46
H -1.02 1.91 0.97
H -1.28 -0.60 0.13
H -0.26 0.27 -2.54
H -1.05 -1.15 -1.87
Cl -4.16 0.38 -2.25
C -3.57 1.72 -3.28
C -2.25 2.29 -2.78
Cl -2.47 3.00 -1.18
H -4.38 2.43 -3.46
H -3.39 1.31 -4.28
H -1.93 3.07 -3.47
H -1.52 1.49 -2.69
Cl 2.69 -4.29 -2.25
C 1.09 -3.57 -2.10
C 0.69 -3.11 -3.50
Cl 1.53 -1.63 -4.01
H 1.04 -2.72 -1.42
H 0.45 -4.39 -1.77
H -0.38 -2.92 -3.56
H 0.94 -3.88 -4.23
Cl -0.06 2.18 -2.67
C 1.59 1.57 -2.42
C 2.40 1.67 -3.73
Cl 2.45 3.37 -4.30
H 1.52 0.53 -2.12
H 1.98 2.21 -1.63
H 1.83 1.11 -4.47
H 3.41 1.33 -3.49
Cl -0.65 5.92 0.67
C 0.89 5.11 0.20
C 0.54 3.79 -0.55
Cl -0.51 4.22 -1.93
H 1.50 4.94 1.09
H 1.46 5.74 -0.47
H 0.08 3.13 0.18
H 1.44 3.29 -0.90
Cl 5.81 -1.90 -2.43
C 4.09 -2.07 -1.92
C 3.21 -0.87 -2.45
Cl 3.83 0.70 -1.72
H 4.11 -2.17 -0.84
H 3.87 -3.07 -2.28
H 2.15 -0.96 -2.18
H 3.22 -0.86 -3.54
Cl -1.03 0.22 -3.74
C -1.24 -0.45 -5.37
C 0.10 -0.48 -6.04
Cl 0.64 1.17 -6.48
H -1.94 0.20 -5.88
H -1.72 -1.43 -5.28
H -0.16 -1.00 -6.96
H 0.82 -1.11 -5.52
Cl -4.83 1.02 3.52
C -3.19 1.54 3.71
C -2.14 0.77 2.95
Cl -1.93 -1.01 3.43
H -3.09 1.41 4.79
H -3.15 2.60 3.49
H -1.19 1.28 3.11
H -2.12 0.76 1.86
*
```

Properties
Kohn-Sham gap, eV: 6.962

***

C42H71Br2Cl28NO5 | ωB97M-V/def2-TZVPD

Geometry as ORCA input:
```
! wB97M-V def2-TZVPD RIJCOSX def2/J DEFGRID3
* xyz 0 1
C 10.05 0.30 0.71
C 9.11 -0.23 -0.47
O 7.93 -0.96 -0.02
C 6.72 -0.25 -0.39
O 6.62 0.91 0.09
C 5.59 -0.95 -1.28
C 4.34 -0.01 -1.61
C 2.94 -0.56 -1.04
C 1.78 -0.79 -2.12
C 1.50 0.63 -2.83
C 0.76 1.71 -1.90
C 1.73 2.72 -1.12
C 1.02 3.02 0.32
O 1.10 1.83 1.16
C 2.32 1.88 1.97
C 0.36 -1.38 -1.62
C 0.20 -1.79 -0.06
C -1.33 -1.59 0.43
C -1.69 -2.68 1.59
O -1.44 -0.28 1.06
C -2.83 0.20 1.08
C -2.73 1.73 0.55
C -2.58 2.81 1.66
C -2.42 4.29 1.14
C -2.42 4.66 -0.37
C -2.59 3.52 -1.40
C -2.74 2.04 -0.96
C -0.08 -2.56 -2.65
O -0.96 -3.41 -2.40
N 0.73 -2.35 -3.89
C 2.02 -1.81 -3.34
C 3.03 -3.04 -3.20
Br 2.85 -4.10 -1.52
C 2.84 -4.10 -4.44
C 1.97 -5.38 -4.04
Br 4.69 -4.83 -4.85
H 9.50 0.98 1.46
H 10.53 -0.53 1.33
H 10.93 0.90 0.25
H 9.75 -0.98 -1.08
H 8.87 0.65 -1.17
H 6.11 -1.22 -2.28
H 5.27 -1.98 -0.85
H 4.27 0.06 -2.77
H 4.51 1.08 -1.28
H 2.56 0.25 -0.31
H 3.19 -1.47 -0.40
H 0.79 0.43 -3.73
H 2.42 1.14 -3.27
H 0.03 1.28 -1.13
H 0.12 2.37 -2.61
H 2.80 2.34 -0.99
H 1.75 3.75 -1.64
H -0.11 3.15 0.09
H 1.40 3.97 0.82
H 2.96 2.78 1.71
H 2.10 1.90 3.09
H 2.89 0.90 1.74
H -0.55 -0.67 -1.74
H 0.94 -1.26 0.63
H 0.44 -2.92 0.01
H -2.02 -1.73 -0.48
H -1.02 -3.60 1.48
H -1.60 -2.21 2.64
H -2.78 -2.97 1.41
H -3.16 0.17 2.18
H -3.53 -0.41 0.43
H -2.57 2.58 2.77
H -2.28 5.13 1.90
H -2.26 5.75 -0.66
H -2.58 3.73 -2.54
H -2.85 1.20 -1.73
H 0.27 -1.76 -4.60
H 2.49 -1.22 -4.22
H 4.12 -2.70 -3.25
H 2.47 -3.61 -5.39
H 2.56 -6.20 -3.48
H 1.63 -5.88 -5.02
H 1.00 -5.14 -3.47
C -5.28 5.86 3.87
Cl -4.55 6.64 5.29
Cl -4.01 5.14 2.86
H -5.97 5.09 4.20
H -5.81 6.61 3.29
C -6.57 -1.37 4.67
Cl -4.89 -1.25 5.22
Cl -6.67 -1.90 2.99
H -7.09 -2.08 5.30
H -7.03 -0.39 4.76
C -2.10 2.63 6.03
Cl -3.12 1.19 5.81
Cl -3.03 4.09 5.70
H -1.75 2.65 7.06
H -1.25 2.58 5.35
C -8.02 2.24 3.12
Cl -6.59 2.46 2.09
Cl -8.27 3.63 4.17
H -8.89 2.12 2.48
H -7.88 1.35 3.73
C 11.22 -0.67 4.67
Cl 12.46 -0.04 3.58
Cl 9.72 0.25 4.55
H 11.02 -1.71 4.41
H 11.59 -0.61 5.69
C -4.46 5.06 -5.22
Cl -3.75 4.24 -3.82
Cl -5.76 6.16 -4.72
H -3.68 5.64 -5.72
H -4.87 4.32 -5.90
C 0.82 -6.89 -0.91
Cl 0.79 -8.42 -1.79
Cl -0.65 -6.68 0.06
H 1.68 -6.87 -0.25
H 0.89 -6.07 -1.63
C -9.05 5.05 -2.82
Cl -8.35 4.24 -1.42
Cl -10.29 6.21 -2.33
H -8.26 5.58 -3.35
H -9.50 4.30 -3.47
C -12.55 3.97 -0.71
Cl -12.69 2.41 -1.53
Cl -14.00 4.32 0.25
H -11.69 3.95 -0.05
H -12.43 4.76 -1.46
C 7.15 -3.17 4.34
Cl 7.23 -2.41 2.75
Cl 8.45 -2.61 5.41
H 6.19 -2.93 4.80
H 7.24 -4.25 4.22
C -14.04 -1.01 -1.92
Cl -12.62 -1.78 -1.21
Cl -14.12 -1.31 -3.66
H -14.93 -1.41 -1.45
H -13.98 0.07 -1.75
C 9.31 -1.93 -4.60
Cl 9.67 -0.22 -4.35
Cl 7.57 -2.23 -4.55
H 9.69 -2.23 -5.57
H 9.79 -2.52 -3.82
C 8.79 -4.31 9.34
Cl 7.25 -4.38 8.47
Cl 9.51 -2.70 9.24
H 8.61 -4.56 10.39
H 9.47 -5.04 8.90
C -3.06 -3.34 -5.34
Cl -1.96 -2.70 -6.57
Cl -4.59 -2.46 -5.33
H -3.26 -4.39 -5.56
H -2.59 -3.24 -4.36
*
```

Properties
Kohn-Sham gap, eV: 8.655

***

Number 1: total energy -7692.271135 hartree. Number 2: total energy -9662.786319 hartree. Number 3: total energy -20106.880876 hartree.